(1)
Below is one molecule with the formula C28H36ClF7N3O4PS in a non-equilibrium geometry, with properties calculated with wB97M-V/def2-TZVPD.

Last column: Löwdin charge in e.
CARTESIAN COORDINATES (ANGSTROEM)
C 6.8229 -0.1522 1.2146  -0.119
O 6.7433 -1.5888 1.0619  -0.239
C 6.7428 -1.9678 -0.3369  -0.225
C 5.8611 -3.3003 -0.5340  -0.167
C 4.9212 -3.6459 0.7575  -0.199
C 3.9223 -4.8106 0.2840  -0.223
C 2.5705 -4.9340 1.1398  -0.214
C 1.8835 -3.5356 1.5241  -0.202
C 1.7880 -2.4734 0.3259  -0.170
C 0.4125 -2.4905 -0.4845  -0.071
C -0.2945 -3.8599 -0.7245  0.003
C -1.6310 -3.9967 -1.5497  0.002
C -2.2311 -2.6741 -2.0926  -0.184
C -3.6124 -2.6958 -2.9442  -0.162
C -4.7704 -2.2530 -1.8903  -0.273
N -5.7969 -3.3405 -1.7276  -0.045
C -1.5275 -1.3064 -1.8537  -0.299
C -0.1826 -1.1484 -1.0481  -0.115
N 0.4777 0.1632 -0.8789  -0.015
C 1.2896 0.5461 -2.0628  -0.310
F 0.7012 1.5249 -2.9032  0.060
F 1.4909 -0.6704 -2.8167  0.047
C 2.7950 0.9974 -1.6368  -0.168
F 2.8855 2.3953 -1.3513  -0.011
F 3.3357 0.1716 -0.6029  -0.017
C -0.4500 1.2253 -0.4473  -0.173
C -0.0498 2.1879 0.7225  -0.398
Cl 1.6036 1.8291 1.4508  0.637
C -0.9646 3.3646 1.2083  -0.154
P -0.4595 4.5004 2.6550  0.660
N 0.6236 3.8663 3.6205  -0.215
O -1.8205 4.8728 3.6619  -0.212
O 0.0790 5.9844 1.9463  -0.216
C -2.3292 3.5522 0.4268  -0.066
C -3.2319 4.7840 0.8821  -0.184
C -4.5390 4.3921 1.7357  -0.135
C -5.7040 5.4414 1.2980  -0.256
O -6.4739 5.9299 2.4285  -0.121
C -2.8102 2.6342 -0.7142  -0.014
C -4.1589 2.6970 -1.5207  -0.380
F -5.0889 3.6834 -1.1566  0.078
F -4.8364 1.4420 -1.3107  0.028
F -3.8934 2.9020 -2.9194  0.045
C -1.8226 1.4746 -1.1358  -0.255
S -2.2022 0.2991 -2.5389  0.962
H 6.2853 0.4309 0.3826  0.086
H 6.3246 0.1022 2.2275  0.103
H 7.8929 0.2475 1.2685  0.090
H 7.8213 -2.1880 -0.6935  0.127
H 6.3051 -1.1710 -1.0374  0.112
H 5.1552 -3.1828 -1.4401  0.108
H 6.5513 -4.1981 -0.6750  0.110
H 5.6055 -4.0199 1.6082  0.126
H 4.4143 -2.6632 1.0342  0.099
H 4.4862 -5.8129 0.4238  0.117
H 3.7354 -4.7079 -0.8446  0.104
H 2.8279 -5.4553 2.1420  0.115
H 1.8863 -5.6677 0.5844  0.091
H 0.7920 -3.7832 1.8236  0.113
H 2.3725 -3.1260 2.4790  0.116
H 1.8608 -1.4235 0.8096  0.105
H 2.6387 -2.5230 -0.4337  0.107
H 0.1325 -4.8570 -0.3430  0.085
H -2.0688 -5.0364 -1.7104  0.100
H -3.5336 -1.9828 -3.8421  0.096
H -3.8085 -3.7393 -3.3935  0.114
H -4.2833 -2.1119 -0.8500  0.117
H -5.2262 -1.2426 -2.1691  0.106
H -6.6808 -2.8564 -1.5036  0.060
H -5.5404 -3.8362 -0.8505  0.068
H 3.4753 0.8256 -2.5536  0.179
H 0.2646 3.8046 4.5850  -0.005
H -2.1097 5.8003 3.5064  0.070
H 0.7644 5.7548 1.2756  0.075
H -2.6763 5.6199 1.4233  0.094
H -3.6196 5.2728 -0.0944  0.117
H -4.8779 3.3171 1.5590  0.122
H -4.3168 4.6281 2.8412  0.113
H -6.4430 4.9376 0.5719  0.119
H -5.2361 6.3716 0.7887  0.125
H -7.1964 6.4664 2.0157  0.097

electronic energy: -3452.141478 a.u.
frontier orbital gap: 7.484 eV
LUMO: -0.95 eV
E_HOMO: -8.44 eV

(2)
Below is one molecule with the formula C4H7NO in a non-equilibrium geometry, with properties calculated with wB97M-V/def2-TZVPD.

Last column: natural (NBO) charge in e.
CARTESIAN COORDINATES (ANGSTROEM)
C -0.5970 -1.1422 1.3003  -0.403
N -0.1167 -0.6430 0.0356  -0.407
C 1.2058 -0.3289 -0.2080  -0.240
C -0.3359 0.6662 -0.3179  -0.076
C -0.3052 1.3756 -1.6089  0.372
O -0.8841 2.4339 -1.7497  -0.535
H -0.1286 -2.1151 1.4585  0.214
H -1.6804 -1.2426 1.2455  0.209
H -0.3281 -0.4766 2.1371  0.184
H 1.8570 0.3028 0.3562  0.176
H 1.7610 -1.0988 -0.7383  0.188
H -0.8746 1.2584 0.4356  0.194
H 0.4268 1.0105 -2.3460  0.122

electronic energy: -286.468996 a.u.
frontier orbital gap: 8.986 eV
LUMO: 0.09 eV
energy above the lowest of the compared OMol25 structures with the same formula, charge and spin: 427.0 kJ/mol
E_HOMO: -8.90 eV